[1]
DFT (ωB97M-V with the def2-TZVPD basis set) results for the molecule C3H4OS in a non-equilibrium geometry.

```
9
Properties=species:S:1:pos:R:3:forces:R:3:lowdin_charge:R:1
O -2.501978 0.043099 0.527376 -0.19 0.22 -0.07 0.071
C -1.482433 -0.573682 0.441832 -0.27 -1.07 1.23 -0.301
C -0.565410 -0.556246 -0.747931 0.58 -0.58 -0.41 -0.219
C 0.458599 0.435381 -0.372775 1.02 0.11 -0.41 -0.731
S 1.978791 0.331390 0.098054 0.31 -0.65 0.33 0.724
H -1.128524 -1.229587 1.328887 -0.22 0.76 -1.08 0.151
H -0.050204 -1.544576 -0.809487 -0.73 0.56 -0.49 0.125
H -1.052242 -0.108119 -1.665982 0.25 -1.15 0.93 0.151
H 0.121611 1.402531 -0.568032 -0.76 1.79 -0.01 0.030
```
Positions in Å, forces in eV/Å.

spin multiplicity = 1
LUMO = -0.659 eV
energy above the lowest of the compared OMol25 structures with the same formula, charge and spin = 26.8 kcal/mol
max |F| = 0.038 Eh/bohr
SMILES string = O=CCC=S

[2]
DFT (ωB97M-V with the def2-TZVPD basis set) results for a cluster of 2 separate species, C3H5N2O in total in a non-equilibrium geometry.

```
11
Properties=species:S:1:pos:R:3:forces:R:3:lowdin_charge:R:1
C 1.148094 -0.533331 -0.413345 -3.42 -0.96 -1.37 -0.025
C -2.310891 0.129517 -0.096927 0.37 -1.84 -2.44 -0.363
C 2.073471 0.164776 0.339885 2.09 1.22 -0.75 0.030
N -2.311468 0.650871 0.972888 -0.16 0.54 0.51 0.219
N 0.188276 -0.921059 -0.923210 2.60 -0.60 -0.23 0.358
O -2.128012 -0.498247 -1.096551 -1.13 1.42 1.71 0.086
H 1.707280 0.168642 1.336868 0.30 -0.54 1.35 0.115
H 1.901540 1.226361 0.052023 0.69 -0.43 -0.19 0.148
H 3.112710 -0.235005 0.102792 -1.17 0.81 0.81 0.161
H -3.008724 1.287434 1.319253 -0.02 0.11 0.24 0.108
H -0.372281 -1.439962 -1.593673 -0.15 0.27 0.36 0.164
```
Positions in Å, forces in eV/Å.

spin multiplicity = 1
LUMO = -4.474 eV
energy above the lowest of the compared OMol25 structures with the same formula, charge and spin = 47.3 kcal/mol
max |F| = 0.074 Eh/bohr
charge = +1

[3]
DFT (ωB97M-V with the def2-TZVPD basis set) results for a structure of composition C21H27BN8O2Sc.

```
60
Properties=species:S:1:pos:R:3:forces:R:3:lowdin_charge:R:1
Sc -0.000211 -0.280807 -0.611703 0.00 -0.16 -0.04 1.145
C -0.000095 1.176968 -4.152338 0.00 0.00 0.02 -0.011
C -0.000116 2.080055 -2.962815 0.00 -0.01 -0.05 -0.312
C 0.000051 3.470007 -2.914526 0.00 -0.07 -0.01 0.043
C -0.000088 3.799017 -1.566812 0.00 0.03 0.02 -0.244
C -0.000029 5.146933 -0.930174 0.00 -0.01 -0.03 -0.003
N -0.000291 2.657571 -0.861219 0.00 -0.05 -0.02 0.035
N -0.000283 1.588456 -1.721143 0.00 0.27 -0.09 -0.014
B -0.000529 2.451202 0.676182 0.00 0.01 -0.19 -0.467
N 1.285100 1.654341 1.057995 0.00 0.13 -0.05 0.046
N 1.680354 0.551544 0.345652 0.23 0.22 0.38 -0.019
C 2.800379 0.086825 0.906777 -0.03 0.02 -0.03 -0.304
C 3.460977 -1.143576 0.384083 0.02 0.04 0.00 -0.002
C 3.155688 0.909459 1.970049 -0.06 0.03 0.02 0.049
C 2.168038 1.883778 2.042996 0.12 -0.07 -0.06 -0.240
C 2.048486 3.011438 3.009125 0.01 -0.01 0.02 0.002
N -1.286297 1.654434 1.057584 0.00 0.13 -0.05 0.046
N -1.681059 0.551359 0.345417 -0.23 0.22 0.38 -0.019
C -2.801290 0.086685 0.906146 0.03 0.02 -0.03 -0.304
C -3.461522 -1.143974 0.383596 -0.02 0.04 0.00 -0.002
C -3.157239 0.909646 1.968963 0.06 0.03 0.02 0.049
C -2.169746 1.884107 2.042073 -0.12 -0.07 -0.06 -0.240
C -2.050839 3.012178 3.007802 -0.01 -0.01 0.02 0.002
H 0.000029 1.759560 -5.070194 0.00 0.00 0.00 0.087
H -0.885806 0.539294 -4.163438 0.00 0.00 0.00 0.085
H 0.885502 0.539133 -4.163288 0.00 0.00 0.00 0.085
H 0.000224 4.144781 -3.752973 0.00 0.04 0.03 0.121
H 0.000126 5.911357 -1.703272 0.00 0.01 0.01 0.089
H 0.881014 5.287618 -0.304254 0.01 0.00 -0.01 0.090
H -0.881172 5.287791 -0.304437 -0.01 0.00 -0.01 0.090
H -0.000597 3.494752 1.244206 0.00 0.00 0.00 0.118
H 2.873240 -1.594257 -0.417509 0.01 -0.01 0.00 0.068
H 3.586291 -1.881730 1.175654 -0.01 0.01 0.01 0.095
H 4.447926 -0.911039 -0.015836 0.00 -0.01 0.00 0.093
H 4.014974 0.817356 2.612012 0.00 -0.01 0.00 0.124
H 2.925422 3.026891 3.651879 -0.01 0.01 0.01 0.090
H 1.166910 2.896187 3.639584 0.00 0.00 0.01 0.079
H 1.973141 3.972583 2.502457 0.01 -0.01 -0.02 0.088
H -2.873633 -1.594622 -0.417904 -0.01 -0.01 0.00 0.068
H -4.448518 -0.911744 -0.016380 0.00 -0.01 0.00 0.093
H -3.586653 -1.882052 1.175267 0.01 0.01 0.01 0.095
H -4.016852 0.817629 2.610503 0.00 -0.01 0.00 0.124
H -2.927925 3.027517 3.650353 0.01 0.01 0.01 0.090
H -1.975799 3.973159 2.500774 -0.01 -0.01 -0.02 0.088
H -1.169341 2.897558 3.638477 0.00 0.00 0.01 0.079
O -0.000389 -1.519978 1.116240 0.00 -0.42 -0.31 -0.155
N 0.000173 -2.778633 0.915245 0.00 0.04 0.21 0.049
N 0.000651 -3.100673 -0.303836 0.00 -0.36 -0.45 -0.173
O 0.000523 -2.166257 -1.262752 0.00 -0.11 0.27 -0.183
C 0.001299 -4.486748 -0.711803 0.00 0.09 0.04 -0.166
C 0.002371 -5.482856 0.254378 0.00 0.00 -0.01 -0.013
C 0.002876 -6.802010 -0.163455 0.00 0.00 0.06 -0.061
C 0.002355 -7.116367 -1.516275 0.00 0.01 -0.02 -0.065
C 0.001314 -6.103236 -2.461774 0.00 0.01 0.02 -0.059
C 0.000773 -4.773036 -2.065338 0.00 -0.02 -0.01 -0.010
H 0.002770 -5.228979 1.303570 0.00 -0.02 0.00 0.113
H 0.003702 -7.588117 0.579233 0.00 -0.01 -0.02 0.113
H 0.002769 -8.151333 -1.829435 0.00 0.00 -0.01 0.112
H 0.000903 -6.340423 -3.516662 0.00 -0.01 0.00 0.113
H -0.000052 -3.976724 -2.792743 0.00 0.02 0.00 0.112
```
Positions in Å, forces in eV/Å.

spin multiplicity = 1
LUMO = -2.835 eV
energy above the lowest of the compared OMol25 structures with the same formula, charge and spin = 11.0 kcal/mol
max |F| = 0.011 Eh/bohr
charge = +1

[4]
DFT (ωB97M-V with the def2-TZVPD basis set) results for the ion HN2O4S with charge -1 in a non-equilibrium geometry.

```
8
Properties=species:S:1:pos:R:3:forces:R:3:lowdin_charge:R:1
N 1.383405 -0.172703 -0.515964 -1.76 -0.02 -1.94 0.123
N 0.671898 -0.749714 0.342714 -1.43 0.55 -1.08 -0.590
O 1.026272 -1.075986 1.448699 1.12 -0.86 2.34 -0.038
O -1.152016 1.299624 -1.519276 1.01 0.83 -2.17 -0.479
O -0.563766 -0.994884 0.039469 -0.80 -0.41 -0.62 -0.273
O -1.775209 1.276099 0.782691 -0.48 -1.02 -1.28 -0.510
S -1.817969 0.561110 -0.516502 -0.60 0.43 3.58 0.757
H 2.227385 -0.143546 -0.061830 2.95 0.51 1.18 0.010
```
Positions in Å, forces in eV/Å.

spin multiplicity = 1
LUMO = 3.829 eV
energy above the lowest of the compared OMol25 structures with the same formula, charge and spin = 38.4 kcal/mol
max |F| = 0.071 Eh/bohr
charge = -1

Short version: HOMO level = -9.1004, -15.1905, -11.7305, -5.3710 eV, in the order given.